The following is a quantum chemistry calculation of a 11-piece molecular cluster, C48H123N5O16 overall in a non-equilibrium geometry, from the Open Molecules 2025 dataset.

Output
Gap between HOMO and LUMO: 8.80 eV
LUMO level: 0.486 eV
ΔE to the lowest compared entry with this formula, charge and spin: 445.8 kJ/mol
DFT total energy: -91971.6671 eV
HOMO level: -8.31 eV
Strongest force on any atom: 3.649 eV Å⁻¹
Structure (SMILES): COCCNCCOC.COCCNCCOC.COCCNCCOC.COCCNCCOC.COCCNCCOC.CC(C)O.CC(C)O.CC(C)O.CC(C)O.CC(C)O.CC(C)O

Geometry as ORCA input:
```
! RIJCOSX wB97M-V def2-TZVPD def2/J DEFGRID3
* xyz 0 1
C -1.3055 -5.6536 0.8120
C -1.5237 -7.1211 1.3483
C -2.8741 -7.7453 1.1518
O -0.5997 -8.0336 0.7371
H -1.9784 -4.9554 1.3011
H -1.5030 -5.6004 -0.2850
H -0.2483 -5.3646 1.0945
H -1.3396 -7.1789 2.4220
H -3.6134 -7.0290 1.5143
H -3.0866 -8.6020 1.8349
H -3.0650 -7.9796 0.1094
H 0.2569 -7.6125 0.5951
C 4.7793 -0.4355 -3.8893
C 4.4797 1.0607 -3.6627
C 5.1137 1.5241 -2.3373
O 4.9839 1.8547 -4.8106
H 5.8257 -0.5736 -3.9833
H 4.3868 -0.7801 -4.8537
H 4.2637 -0.9143 -3.0647
H 3.4445 1.3285 -3.6535
H 6.1862 1.3197 -2.3324
H 4.6564 1.1020 -1.4628
H 4.9830 2.5970 -2.2297
H 4.3597 2.5335 -4.8983
C -2.3986 -1.9488 4.5185
C -1.8760 -0.8582 5.3715
C -2.0689 -1.1872 6.8722
O -0.5012 -0.5885 5.1402
H -1.5959 -2.5874 4.3654
H -2.8625 -1.5998 3.6263
H -3.1560 -2.5975 4.9575
H -2.6024 0.0231 5.1138
H -3.1136 -1.4985 7.0464
H -1.6626 -0.3619 7.5194
H -1.5738 -2.0868 7.1593
H -0.3921 0.3706 5.1801
C 1.2009 -0.9763 -4.6982
C -0.1170 -0.3018 -4.7094
C -1.2583 -1.2573 -4.4015
O -0.1590 0.6789 -3.6790
H 1.2589 -1.4549 -5.7259
H 1.3607 -1.7219 -3.9092
H 1.9682 -0.2151 -4.6018
H -0.3979 0.1099 -5.7274
H -1.0489 -1.9808 -3.6344
H -1.6021 -1.7435 -5.2679
H -2.1328 -0.6896 -4.0503
H 0.2413 1.4872 -3.9092
C 5.9911 -3.8809 1.6108
C 5.8651 -3.1507 0.2441
C 5.1401 -1.8185 0.4912
O 7.1532 -2.9750 -0.3390
H 6.5543 -4.8058 1.5583
H 5.0127 -4.0035 2.1167
H 6.5649 -3.1615 2.2204
H 5.1309 -3.7400 -0.4296
H 4.1920 -2.0860 0.9073
H 5.0778 -1.1270 -0.3789
H 5.7336 -1.2899 1.2484
H 7.0874 -2.1920 -0.9714
C 1.4904 0.1613 -0.8931
C 0.3571 -0.8890 -0.8315
C 0.2901 -1.6313 0.5098
O -0.8736 -0.2192 -0.9049
H 1.4370 0.6884 -0.0081
H 1.3676 0.8382 -1.7475
H 2.4937 -0.2754 -1.0199
H 0.4462 -1.6073 -1.5932
H -0.5723 -2.2417 0.4448
H 0.3112 -0.9787 1.3193
H 1.2394 -2.2311 0.5576
H -0.9797 0.0980 -1.8218
C 3.1631 0.6909 2.9108
O 3.2314 -0.4359 3.8463
C 2.2592 -1.4397 3.5739
C 2.4099 -2.5928 4.5656
N 3.6644 -3.2950 4.3616
C 4.1060 -4.0670 5.5021
C 5.4242 -4.6558 5.1527
O 6.3666 -3.5961 4.9810
C 7.6848 -3.9442 4.7754
H 4.0559 1.3484 3.0624
H 2.3414 1.3476 3.1333
H 3.1834 0.2672 1.9257
H 2.4086 -1.7887 2.5487
H 1.3080 -1.0492 3.7634
H 1.6219 -3.3117 4.3453
H 2.2499 -2.2334 5.5467
H 4.3102 -2.6061 4.0186
H 3.3842 -4.8778 5.5612
H 4.0375 -3.4964 6.4542
H 5.3277 -5.2649 4.2589
H 5.8591 -5.2534 5.9435
H 8.2459 -4.2657 5.6996
H 8.2003 -3.1309 4.3287
H 7.8366 -4.7398 4.0653
C -8.0949 0.1202 5.7103
O -6.7251 0.3605 5.9888
C -5.7621 -0.1772 5.0426
C -5.8643 0.4406 3.6571
N -4.7747 0.0444 2.7711
C -4.9176 0.5552 1.4196
C -3.8067 -0.1915 0.5849
O -4.2857 -1.5106 0.6233
C -3.9167 -2.3628 -0.4408
H -8.3855 0.5844 4.7753
H -8.6485 0.6372 6.4436
H -8.3299 -0.9860 5.5550
H -5.7357 -1.2538 5.0042
H -4.8406 0.2607 5.4293
H -5.9493 1.5344 3.7493
H -6.8320 0.1173 3.1675
H -4.8270 -0.9071 2.6188
H -4.7478 1.6258 1.4555
H -5.9408 0.2574 0.9749
H -2.7895 -0.1500 1.0535
H -3.8064 0.1889 -0.4737
H -4.2927 -1.9702 -1.4216
H -4.2754 -3.3591 -0.2548
H -2.7989 -2.3526 -0.4779
C 3.1074 3.8019 -0.8725
O 2.6916 4.0533 -2.2070
C 1.3180 4.1114 -2.3669
C 0.8928 4.4386 -3.8345
N 1.0995 3.2470 -4.6888
C 0.6889 3.4651 -6.1197
C 1.3286 2.4392 -6.9792
O 2.7316 2.5773 -6.8169
C 3.4322 1.8270 -7.8995
H 2.7797 2.7996 -0.6095
H 2.6550 4.4458 -0.1475
H 4.1721 3.8596 -0.8472
H 0.9401 4.8696 -1.7038
H 0.8544 3.1664 -2.0970
H 1.3288 5.3504 -4.1773
H -0.2332 4.6106 -3.8216
H 2.0694 2.9278 -4.6582
H 1.1066 4.4407 -6.4555
H -0.3882 3.4795 -6.1432
H 0.9343 2.3959 -8.0655
H 1.1589 1.4233 -6.5671
H 4.4938 2.0234 -7.7109
H 3.1862 2.3587 -8.8236
H 3.0966 0.7499 -7.9600
C -4.9753 -0.7950 -8.2437
O -3.8942 0.1059 -7.9801
C -4.2553 1.4419 -8.1201
C -3.3691 2.3471 -7.2688
N -3.7600 2.1396 -5.9007
C -2.7556 2.6136 -4.9811
C -3.1773 2.5085 -3.5348
O -2.3072 3.3628 -2.8454
C -2.6834 3.4236 -1.4364
H -5.6213 -0.7850 -7.3724
H -4.5458 -1.7655 -8.3828
H -5.5356 -0.4622 -9.1360
H -5.2739 1.6705 -7.7872
H -3.9819 1.6805 -9.1524
H -3.6245 3.3429 -7.6224
H -2.3174 2.2105 -7.5358
H -3.8820 1.1607 -5.7200
H -2.6612 3.6871 -5.1818
H -1.7458 2.2327 -4.9972
H -3.0506 1.4514 -3.2356
H -4.2438 2.8409 -3.3875
H -1.8313 3.8682 -0.8651
H -2.8985 2.4220 -1.0715
H -3.5538 4.0079 -1.2226
C -0.2051 5.8174 5.8150
O -0.7667 5.2536 4.6416
C -1.9409 4.5133 4.9985
C -1.6261 3.0836 5.4025
N -0.8613 2.3902 4.4068
C -1.6080 2.1076 3.1343
C -0.5679 1.5941 2.0879
O 0.5835 2.3745 1.9633
C 0.3261 3.5795 1.2717
H 0.4541 6.6127 5.5115
H 0.4394 5.0904 6.4084
H -0.9442 6.3410 6.4626
H -2.6037 4.5478 4.1793
H -2.4755 5.0680 5.8029
H -2.5805 2.5337 5.5524
H -1.1087 3.0647 6.3744
H -0.0362 2.9488 4.1704
H -2.1885 2.9865 2.6976
H -2.3331 1.3193 3.1901
H -1.1075 1.5656 1.1029
H -0.1827 0.5949 2.4054
H -0.4382 4.1660 1.8112
H 0.0429 3.4156 0.2183
H 1.2931 4.1075 1.3619
*
```



The following is a quantum chemistry calculation of C48H124MnN10O19 as an isolated structure in a non-equilibrium geometry, from the Open Molecules 2025 dataset.

Output
Gap between HOMO and LUMO (spin up / spin down): 8.63 / 9.02 eV
Expectation value of S²: 8.7527
LUMO level (spin up / spin down): 0.423 / 0.423 eV
DFT total energy: -136906.9927 eV
HOMO level (spin up / spin down): -8.21 / -8.60 eV
Strongest force on any atom: 4.108 eV Å⁻¹

Geometry as ORCA input:
```
! RIJCOSX wB97M-V def2-TZVPD def2/J DEFGRID3
* xyz 0 6
Mn -2.7076 -1.3102 -0.7191
O -5.4090 -0.4843 -3.3758
C -4.4090 -0.5855 -2.5511
O -4.6165 -0.2998 -1.3370
O -3.2376 -1.0543 -3.0228
H -5.1139 -0.8433 -4.2413
O 0.0813 1.1589 0.9449
C -0.6959 0.1874 0.5367
O -0.5480 -0.9722 1.0137
O -1.5344 0.4616 -0.3734
H 0.6678 0.7286 1.6892
C 5.4113 2.0629 1.3508
O 4.1620 2.2622 1.9697
C 3.1675 3.0864 1.3030
C 2.3079 3.7747 2.3201
N 2.7266 5.0899 2.7959
C 4.1211 5.2290 3.1653
C 4.2644 4.8179 4.6421
O 5.5845 4.5389 5.0647
C 5.6690 3.8852 6.2801
H 5.9926 1.3609 1.9754
H 5.9596 3.0063 1.2743
H 5.1939 1.6178 0.3972
H 2.5543 2.4790 0.6226
H 3.7209 3.7990 0.6744
H 2.2419 3.0207 3.1367
H 1.3282 3.9487 1.9097
H 2.4085 5.7979 2.1753
H 4.4360 6.3010 3.0147
H 4.7299 4.5698 2.5328
H 3.6848 3.9126 4.8248
H 3.8856 5.6426 5.2593
H 5.1755 4.4728 7.0737
H 6.7077 3.8392 6.5678
H 5.2631 2.8610 6.3217
C -2.1988 -0.0445 4.0691
O -3.1067 -1.1261 4.0212
C -4.3095 -0.7721 3.3017
C -4.1775 -0.7278 1.7761
N -3.2834 -1.7913 1.3352
C -3.6595 -3.2360 1.5766
C -4.6546 -3.7595 0.5792
O -4.0407 -3.6616 -0.6904
C -4.8394 -3.8534 -1.8563
H -2.8636 0.8122 4.3267
H -1.6499 0.1623 3.1725
H -1.4177 -0.2752 4.8655
H -4.7211 0.1572 3.6080
H -5.1048 -1.4509 3.6557
H -3.6768 0.2086 1.5325
H -5.1831 -0.7354 1.3827
H -2.4972 -1.6917 1.9624
H -4.0265 -3.3914 2.5703
H -2.7892 -3.8933 1.5584
H -5.5594 -3.1555 0.5866
H -4.8832 -4.8347 0.8256
H -5.8658 -3.5332 -1.7478
H -4.7407 -4.9471 -2.0549
H -4.3720 -3.2317 -2.6285
C 3.5026 2.5074 -6.0276
O 2.1633 2.0522 -6.1500
C 1.9188 0.6814 -6.3849
C 0.5065 0.2942 -6.0244
N 0.1231 -1.0482 -6.4626
C -1.2060 -1.5123 -5.9101
C -1.5324 -2.8748 -6.5061
O -1.7114 -2.7719 -7.9256
C -2.1246 -3.9666 -8.5172
H 3.9791 1.9319 -5.2266
H 3.4581 3.5434 -5.7825
H 4.0551 2.4401 -6.9656
H 2.7237 0.1231 -5.8738
H 2.0311 0.4898 -7.4366
H -0.2454 1.0266 -6.3851
H 0.3884 0.3433 -4.9139
H 0.0111 -1.1538 -7.4622
H -2.0504 -0.8612 -6.2117
H -1.2000 -1.5593 -4.8314
H -2.4350 -3.2734 -6.0322
H -0.6829 -3.5609 -6.2781
H -3.1028 -3.8158 -8.9452
H -2.1138 -4.8602 -7.8197
H -1.3934 -4.1980 -9.3386
C 4.7277 -1.5115 0.7749
C 5.8009 -2.2158 -0.0517
C 5.1997 -3.4412 -0.6426
O 4.9794 -4.3580 0.4552
C 3.9619 -5.3268 0.1723
N 6.2018 -1.4103 -1.2325
H 3.8314 -1.3546 0.1514
H 4.9673 -0.5312 1.1980
H 4.4577 -2.1582 1.6528
H 6.6879 -2.4868 0.5648
H 5.8495 -3.9149 -1.3654
H 4.2637 -3.1837 -1.0666
H 3.9943 -5.9865 1.0261
H 4.2617 -5.8576 -0.7268
H 3.0208 -4.7622 0.1482
H 6.9038 -1.9596 -1.8148
H 6.6994 -0.5362 -1.0271
C 2.2824 -1.2258 4.6759
C 1.4177 -0.2506 3.9389
C 1.1235 0.9687 4.8000
O 0.4295 0.6219 5.9936
C -0.1280 1.7628 6.5569
N 1.9312 0.2078 2.6273
H 1.7548 -1.5255 5.6449
H 3.2537 -0.7252 4.9612
H 2.5013 -2.0873 3.9958
H 0.4392 -0.6767 3.7368
H 0.5328 1.6971 4.2211
H 2.0718 1.4030 5.1462
H 0.5912 2.5328 6.8830
H -0.6179 1.5452 7.4995
H -0.8627 2.2634 5.9484
H 2.1663 -0.6705 2.0857
H 2.7685 0.8047 2.7011
C 1.2965 4.5550 -3.5012
C 0.9676 3.6403 -2.3728
C 1.5662 2.2367 -2.5294
O 2.8988 2.2935 -2.3038
C 3.4140 0.9786 -2.1060
N 1.4909 4.2009 -1.1320
H 1.0252 4.2172 -4.5038
H 2.3685 4.7382 -3.5118
H 0.7494 5.4635 -3.3317
H -0.0841 3.5368 -2.2068
H 1.2148 1.7278 -3.4564
H 1.1144 1.6868 -1.7088
H 2.9665 0.3094 -2.8735
H 2.9767 0.5183 -1.1749
H 4.5036 0.9324 -1.9779
H 1.2712 3.5699 -0.3895
H 2.5146 4.1396 -1.0724
C 0.3220 -1.5670 -2.2998
C -0.4227 -2.9150 -2.1565
C 0.5726 -4.0910 -2.2061
O -0.0482 -5.3016 -1.9342
C 0.7882 -6.4012 -2.0851
N -1.2945 -2.9008 -0.9152
H -0.4336 -0.7989 -2.3548
H 0.9178 -1.4562 -3.2003
H 1.0500 -1.3878 -1.4876
H -1.0791 -2.9694 -3.0298
H 1.3740 -3.8477 -1.4550
H 1.0347 -4.1030 -3.1974
H 1.1301 -6.4591 -3.1320
H 0.1320 -7.1875 -1.7721
H 1.6842 -6.3625 -1.4172
H -0.6082 -2.8647 -0.1732
H -1.7162 -3.8317 -0.7558
C -5.4801 5.9606 -0.7666
C -6.2125 4.7423 -1.3703
C -5.4794 3.4235 -1.3948
O -4.2356 3.7435 -1.8616
C -3.3673 2.6381 -2.0047
N -7.4881 4.4491 -0.6744
H -5.2130 5.6840 0.2779
H -6.1125 6.8527 -0.8246
H -4.5664 6.1253 -1.3638
H -6.4516 4.8647 -2.4514
H -5.9857 2.6812 -2.0126
H -5.4965 3.0069 -0.4076
H -2.3615 2.8775 -2.2814
H -3.7441 1.9713 -2.7623
H -3.3122 2.0415 -1.0927
H -7.6600 4.9415 0.1997
H -8.3081 4.6838 -1.2072
C -1.4894 3.3919 3.0117
C -2.4731 3.7620 1.9158
C -1.7400 4.5812 0.8199
O -1.2786 5.7512 1.4610
C -0.4868 6.5419 0.6174
N -3.1251 2.6154 1.3366
H -2.0790 2.9397 3.8167
H -0.9533 4.2655 3.3453
H -0.7638 2.6495 2.6282
H -3.1838 4.4121 2.4267
H -2.4362 4.8215 -0.0062
H -0.9401 3.9584 0.4242
H -0.1722 7.4064 1.1483
H -1.1212 6.9261 -0.2200
H 0.3840 6.0179 0.2075
H -2.5383 2.1451 0.6457
H -3.9268 2.9998 0.8558
C 0.5690 -5.2390 1.5692
C -0.4735 -6.3354 1.8502
C -1.0471 -6.2641 3.2006
O 0.0153 -6.5778 4.0949
C -0.3781 -6.7616 5.4547
N -1.5504 -6.1560 0.8486
H 0.9459 -5.3885 0.5474
H 1.4799 -5.4822 2.1134
H 0.2166 -4.2043 1.8072
H 0.0606 -7.2783 1.7012
H -1.7763 -7.0621 3.3593
H -1.4655 -5.2959 3.4914
H -0.8006 -7.7910 5.5378
H -1.0425 -6.0250 5.7912
H 0.5876 -6.7443 6.0089
H -1.2304 -5.7749 0.0033
H -2.0498 -7.0120 0.7443
*
```